Entry 1:
Formula: C3H6O3P
Source: the Open Molecules 2025 dataset
Level of theory: ωB97M-V/def2-TZVPD

```
13
Properties=species:S:1:pos:R:3:forces:R:3
C -0.510089 0.077359 -1.158139 0.381 -0.552 1.293
C -0.575666 0.035713 1.217445 -0.251 1.759 -2.342
C 0.368250 -0.481157 0.078004 -1.016 -0.580 -0.924
O -2.729798 -1.328106 0.137234 0.822 0.593 -0.386
O -2.840871 1.282418 -0.104913 0.654 -0.848 0.382
O 1.700029 -0.070223 -0.092013 1.467 1.362 0.476
P -2.031360 0.006854 0.021597 -0.199 1.094 -0.678
H -0.052725 1.077834 -1.465141 -0.977 -0.837 0.770
H -0.502886 -0.497377 -2.065858 -0.012 -0.640 -0.345
H -0.866021 -0.503909 2.074594 0.592 -0.629 1.272
H -0.401386 1.129395 1.311899 0.014 -0.619 0.601
H 0.549164 -1.582087 0.206634 -0.994 0.753 -0.591
H 1.769429 0.834696 -0.465922 -0.481 -0.857 0.471
```
Forces are in eV/Å.

The maximum force is 2.9 eV Å⁻¹. For the energy relative to the best compared isomer or geometry (same formula, charge and spin), the calculation gives 111.2 kJ/mol. The total charge is -1. Its HOMO-LUMO gap is 8.1 eV. The value obtained for the LUMO energy is 3.674 eV. The energy is -685.06830 hartree.



Entry 2:
Formula: C32H31BrN5O3SSiZn
Source: the Open Molecules 2025 dataset
Level of theory: ωB97M-V/def2-TZVPD

```
75
Properties=species:S:1:pos:R:3:forces:R:3
Zn 1.491027 -0.997071 -0.391978 0.270 0.491 -0.227
C 0.911780 2.130802 2.143441 0.035 0.014 0.045
C -1.832206 1.871189 1.896579 0.026 0.030 -0.030
C -2.409635 0.558808 1.427710 -0.056 0.107 -0.131
C -1.439885 -0.350921 1.140763 0.069 -0.019 0.018
N 1.192521 0.039839 1.254834 -0.335 0.136 0.246
C 1.816739 1.157898 1.738777 -0.027 -0.076 -0.052
N -1.800269 -1.658464 0.802128 -0.083 0.045 -0.043
C -1.033872 -2.585867 0.382874 -0.023 0.099 -0.039
N 0.331818 -2.603530 0.093166 -0.060 -0.296 -0.088
C 0.649954 -3.792044 -0.449323 0.295 0.061 0.074
N 1.798055 -4.251957 -0.889244 -0.046 0.062 -0.132
C 2.980045 -3.559118 -0.903420 -0.032 0.074 0.190
C 4.127201 -4.303671 -1.267172 -0.006 -0.022 0.027
C 5.370492 -3.727309 -1.238307 -0.102 0.016 -0.009
C 5.494663 -2.385899 -0.863806 0.076 -0.101 0.002
C 4.345838 -1.696798 -0.573690 -0.130 0.150 0.008
N 3.120015 -2.249651 -0.593527 -0.022 -0.285 -0.161
C -0.555915 -4.661513 -0.498279 -0.072 0.030 0.091
C -0.748539 -5.952807 -0.950347 0.052 -0.069 -0.026
C -2.025468 -6.494167 -0.836281 0.042 0.031 -0.013
C -3.069715 -5.750736 -0.286151 -0.002 0.030 0.015
C -2.865572 -4.448423 0.160362 -0.078 0.019 0.012
C -1.594129 -3.920092 0.041767 0.124 -0.068 -0.072
H 1.155382 3.088465 2.578469 0.035 0.016 -0.046
H -2.077526 2.671111 1.178386 -0.007 0.004 0.086
H -3.473160 0.358237 1.350080 0.105 -0.065 0.034
H 2.897507 1.191858 1.782086 -0.039 0.065 -0.070
H 3.973634 -5.335229 -1.551716 0.019 0.014 0.024
H 6.247228 -4.304626 -1.506449 -0.012 -0.014 0.005
H 6.457174 -1.896632 -0.812732 -0.035 0.024 -0.020
H 4.372832 -0.642585 -0.319744 -0.043 -0.042 -0.066
H 0.073987 -6.513988 -1.378087 -0.028 0.029 0.036
H -2.212335 -7.505697 -1.177197 -0.008 0.020 0.002
H -4.054951 -6.196017 -0.206990 0.025 0.005 -0.001
H -3.667835 -3.859830 0.590144 0.044 -0.010 -0.027
Br 2.351060 5.754268 0.497043 -0.018 -0.074 0.013
C 2.307242 4.830814 -1.171090 0.016 -0.010 0.030
C 2.298691 5.587594 -2.330341 0.036 -0.021 -0.026
C 2.276329 4.928888 -3.553122 -0.002 0.018 0.045
C 2.244651 3.543755 -3.597789 -0.006 0.043 -0.083
C 2.249067 2.797942 -2.424541 -0.130 -0.081 0.204
C 2.285561 3.445325 -1.193352 0.045 0.046 -0.043
C 2.104411 1.276906 -2.511828 0.180 -0.272 -0.337
O 1.683897 0.849933 -3.597302 -0.128 -0.090 0.120
O 2.429801 0.597001 -1.493884 -0.029 0.155 0.268
H 2.311480 6.668123 -2.275989 0.003 -0.020 -0.001
H 2.271198 5.509161 -4.468466 0.010 -0.030 0.004
H 2.198155 3.013239 -4.539801 -0.011 -0.010 0.033
H 2.272583 2.860555 -0.283418 -0.027 -0.033 0.063
C -4.190669 3.256595 3.221939 -0.031 0.020 0.034
Si -2.529048 2.428204 3.552018 -0.104 -0.033 0.035
C -2.827961 0.988200 4.714819 0.083 -0.054 0.009
C -1.367371 3.656742 4.364571 0.024 0.059 0.021
C -0.362235 1.579982 1.879764 -0.072 -0.084 -0.151
C -0.146538 0.314467 1.365013 0.156 -0.035 0.231
H -4.696611 3.521892 4.156220 0.025 -0.009 -0.065
H -4.849700 2.582922 2.664347 0.035 0.040 0.035
H -4.071260 4.170416 2.631573 0.002 -0.053 0.031
H -3.156231 1.347097 5.695991 0.023 -0.025 -0.048
H -1.914622 0.401057 4.852400 -0.058 0.043 -0.023
H -3.595995 0.318746 4.318408 0.047 0.033 0.019
H -1.863283 4.194235 5.179978 0.028 -0.042 -0.053
H -1.001535 4.393540 3.642094 -0.035 -0.045 0.059
H -0.497274 3.137065 4.776181 -0.042 0.041 -0.061
C -1.427479 1.360852 -2.721429 0.120 -0.029 -0.022
S -0.919725 -0.347487 -2.992125 -0.141 0.083 0.367
C -2.555221 -1.060165 -2.660415 0.235 -0.047 -0.020
O -0.137033 -0.736582 -1.772464 -0.294 0.050 -0.382
H -2.211610 1.606015 -3.440985 0.035 0.001 0.049
H -0.557690 1.996345 -2.884573 -0.022 -0.078 -0.007
H -1.785897 1.446140 -1.692573 0.018 -0.036 -0.044
H -3.254628 -0.774374 -3.449670 0.076 0.001 0.054
H -2.887689 -0.725117 -1.677269 0.005 -0.003 0.000
H -2.423699 -2.143829 -2.647083 -0.024 0.073 -0.020
```
Forces are in eV/Å.

The maximum force is 0.6 eV Å⁻¹. For the energy relative to the best compared isomer or geometry (same formula, charge and spin), the calculation gives 18.8 kJ/mol. The total charge is -1. Its HOMO-LUMO gap is 6.3 eV. The value obtained for the LUMO energy is 2.312 eV. The energy is -6778.74335 hartree.